Record 1
{"formula": "C4H24O10", "method": "ωB97M-V with the def2-TZVPD basis set", "total_charge": -2, "spin_multiplicity": 1, "homo_energy_ev": -3.3, "energy_ev": -25011.419, "e_above_lowest_kcal_mol": 39.15, "orbital_gap_ev": 8.7, "species": ["C", "O", "C", "C", "C", "O", "H", "H", "H", "H", "H", "H", "H", "H", "H", "H", "O", "H", "H", "O", "H", "H", "O", "H", "H", "O", "H", "H", "O", "H", "H", "O", "H", "H", "O", "H", "H", "O"], "xyz": [[-0.502, -1.250, 0.549], [-1.719, -2.060, 0.682], [-0.833, 0.174, -0.005], [0.173, 0.635, -1.101], [-0.058, 2.105, -1.415], [1.199, 2.769, -1.588], [-0.032, -1.208, 1.504], [0.036, -1.858, -0.137], [-0.832, 0.963, 0.716], [-1.766, -0.278, -0.437], [1.137, 0.411, -0.632], [0.059, 0.074, -2.057], [-0.400, 2.465, -0.377], [-0.603, 2.271, -2.342], [-0.607, 0.151, 4.329], [-2.044, 0.075, 4.014], [-1.241, 0.871, 4.446], [4.531, -0.458, 0.235], [1.796, 2.180, -2.051], [4.559, -0.319, -0.718], [-4.368, 0.214, 1.197], [-2.356, -1.363, 0.904], [-3.897, 0.853, 1.725], [-2.286, -1.384, 3.366], [-3.371, 0.346, 2.404], [-2.979, -0.746, 3.573], [3.011, -0.566, -3.216], [3.033, -2.082, -2.027], [2.739, -1.483, -3.262], [1.380, -1.483, -3.957], [0.310, -0.402, -4.796], [0.528, -1.310, -4.621], [-1.339, 3.185, 2.690], [-1.156, 1.705, 2.966], [-0.886, 2.428, 2.323], [1.910, -2.202, -0.929], [4.009, -1.098, -1.009], [2.865, -2.322, -0.945]], "nbo_charge": [-0.062, -0.746, -0.453, -0.451, -0.084, -0.748, 0.159, 0.167, 0.256, 0.204, 0.223, 0.217, 0.207, 0.160, 0.432, 0.482, -1.087, 0.450, 0.463, -0.998, 0.443, 0.468, -1.010, 0.431, 0.511, -1.143, 0.436, 0.501, -1.171, 0.528, 0.442, -1.075, 0.453, 0.508, -1.004, 0.460, 0.505, -1.074]}

Record 2
{"formula": "C4H25CrCu3NO16S2", "method": "ωB97M-V with the def2-TZVPD basis set", "total_charge": 2, "spin_multiplicity": 6, "s2": 8.77, "homo_energy_ev": [-14.5, -14.5], "energy_ev": -222797.762, "orbital_gap_ev": [6.0, 4.7], "species": ["Cu", "Cu", "Cu", "Cr", "S", "O", "O", "O", "O", "S", "O", "O", "O", "O", "C", "C", "C", "O", "C", "N", "H", "H", "H", "H", "H", "H", "H", "H", "H", "H", "H", "O", "H", "H", "O", "H", "H", "O", "H", "H", "O", "H", "H", "O", "H", "H", "O", "H", "H", "O", "H", "H"], "xyz": [[-0.424, 1.240, 1.702], [3.715, 1.277, -2.879], [1.232, 4.364, 0.180], [-0.419, 2.655, -3.898], [-1.394, 5.061, -1.903], [0.015, 5.292, -1.516], [-2.071, 6.295, -2.225], [-1.436, 4.149, -3.035], [-2.108, 4.429, -0.771], [0.732, 1.271, -0.996], [-0.081, 0.194, -0.476], [1.001, 2.191, 0.089], [1.933, 0.823, -1.598], [0.071, 2.002, -2.073], [0.930, -1.039, 4.931], [0.701, -1.601, 3.525], [-0.439, -2.541, 3.391], [-0.565, -3.203, 2.129], [-0.824, -4.569, 2.231], [0.740, -0.479, 2.623], [0.108, -0.359, 5.154], [1.834, -0.500, 5.214], [0.979, -1.855, 5.653], [1.498, -2.309, 3.295], [-1.384, -2.019, 3.542], [-0.530, -3.239, 4.223], [-0.965, -5.007, 1.242], [-1.684, -4.719, 2.884], [0.059, -5.084, 2.607], [0.870, -0.819, 1.681], [1.496, 0.151, 2.851], [-2.123, 1.235, -3.794], [-2.939, 1.063, -4.263], [-2.297, 0.953, -2.896], [-2.508, -0.175, -1.365], [-1.604, -0.307, -1.082], [-2.763, -1.012, -1.754], [1.376, -1.248, -2.997], [1.840, -0.566, -2.510], [1.006, -1.816, -2.321], [3.650, -0.592, -0.071], [3.380, -0.556, 0.846], [3.045, -0.002, -0.522], [0.692, 0.928, -4.743], [1.533, 0.985, -5.195], [0.675, 0.043, -4.379], [-2.048, 2.073, 0.286], [-2.292, 1.313, -0.243], [-2.096, 2.812, -0.320], [0.093, -2.650, -0.416], [0.127, -1.694, -0.454], [-0.338, -2.843, 0.416]], "nbo_charge": [0.877, 0.983, 0.968, 1.570, 2.580, -1.006, -0.596, -1.048, -0.733, 2.736, -1.066, -1.148, -1.168, -1.119, -0.634, -0.090, -0.077, -0.582, -0.252, -0.905, 0.216, 0.234, 0.242, 0.195, 0.183, 0.217, 0.208, 0.184, 0.182, 0.388, 0.386, -1.011, 0.520, 0.526, -0.992, 0.500, 0.507, -0.990, 0.467, 0.511, -0.947, 0.471, 0.460, -0.974, 0.500, 0.552, -0.997, 0.500, 0.499, -0.981, 0.457, 0.500]}

Record 3
{"formula": "C4H25N2O6S", "method": "ωB97M-V with the def2-TZVPD basis set", "total_charge": 1, "spin_multiplicity": 1, "homo_energy_ev": -12.0, "energy_ev": -30649.461, "e_above_lowest_kcal_mol": 0.00, "orbital_gap_ev": 9.4, "species": ["C", "N", "C", "C", "S", "C", "N", "H", "H", "H", "H", "H", "H", "H", "H", "H", "H", "H", "H", "H", "H", "H", "O", "H", "H", "O", "H", "H", "O", "H", "H", "O", "H", "H", "O", "H", "H", "O"], "xyz": [[-0.981, -1.379, 1.561], [-1.987, -0.442, 1.078], [-1.955, -0.100, -0.353], [-2.300, -1.216, -1.330], [-2.055, -0.652, -3.039], [0.461, -0.970, 1.323], [0.826, 0.385, 1.864], [-1.077, -2.364, 1.118], [-1.155, -1.524, 2.620], [-2.908, -0.791, 1.325], [-0.979, 0.294, -0.589], [-2.679, 0.713, -0.476], [-1.695, -2.098, -1.162], [-3.348, -1.492, -1.236], [-0.846, -1.187, -3.242], [0.683, -0.931, 0.264], [1.116, -1.705, 1.768], [1.695, 0.713, 1.442], [0.924, 0.363, 2.878], [0.099, 1.123, 1.628], [-1.722, 1.818, 1.582], [-0.983, 2.845, 0.641], [-0.943, 2.389, 1.508], [-0.730, 4.091, -1.318], [-1.911, 3.157, -1.687], [-1.083, 3.217, -1.192], [1.211, -3.828, 0.018], [1.850, -2.396, 0.021], [0.996, -2.879, -0.088], [0.719, 0.809, -2.528], [0.221, 2.027, -1.703], [1.008, 1.504, -1.936], [2.224, 1.323, -0.776], [3.672, 1.749, -0.370], [2.922, 1.185, -0.091], [3.221, -0.540, 0.139], [4.141, -1.743, -0.054], [3.349, -1.467, 0.388]], "nbo_charge": [-0.247, -0.660, -0.240, -0.547, -0.037, -0.231, -0.725, 0.217, 0.208, 0.379, 0.185, 0.197, 0.239, 0.228, 0.126, 0.221, 0.250, 0.454, 0.421, 0.463, 0.503, 0.511, -0.967, 0.504, 0.511, -0.973, 0.487, 0.502, -1.004, 0.495, 0.508, -0.985, 0.518, 0.506, -1.020, 0.500, 0.490, -0.986]}

Copy entry 1 word for word.
{"formula": "C4H24O10", "method": "ωB97M-V with the def2-TZVPD basis set", "total_charge": -2, "spin_multiplicity": 1, "homo_energy_ev": -3.3, "energy_ev": -25011.419, "e_above_lowest_kcal_mol": 39.15, "orbital_gap_ev": 8.7, "species": ["C", "O", "C", "C", "C", "O", "H", "H", "H", "H", "H", "H", "H", "H", "H", "H", "O", "H", "H", "O", "H", "H", "O", "H", "H", "O", "H", "H", "O", "H", "H", "O", "H", "H", "O", "H", "H", "O"], "xyz": [[-0.502, -1.250, 0.549], [-1.719, -2.060, 0.682], [-0.833, 0.174, -0.005], [0.173, 0.635, -1.101], [-0.058, 2.105, -1.415], [1.199, 2.769, -1.588], [-0.032, -1.208, 1.504], [0.036, -1.858, -0.137], [-0.832, 0.963, 0.716], [-1.766, -0.278, -0.437], [1.137, 0.411, -0.632], [0.059, 0.074, -2.057], [-0.400, 2.465, -0.377], [-0.603, 2.271, -2.342], [-0.607, 0.151, 4.329], [-2.044, 0.075, 4.014], [-1.241, 0.871, 4.446], [4.531, -0.458, 0.235], [1.796, 2.180, -2.051], [4.559, -0.319, -0.718], [-4.368, 0.214, 1.197], [-2.356, -1.363, 0.904], [-3.897, 0.853, 1.725], [-2.286, -1.384, 3.366], [-3.371, 0.346, 2.404], [-2.979, -0.746, 3.573], [3.011, -0.566, -3.216], [3.033, -2.082, -2.027], [2.739, -1.483, -3.262], [1.380, -1.483, -3.957], [0.310, -0.402, -4.796], [0.528, -1.310, -4.621], [-1.339, 3.185, 2.690], [-1.156, 1.705, 2.966], [-0.886, 2.428, 2.323], [1.910, -2.202, -0.929], [4.009, -1.098, -1.009], [2.865, -2.322, -0.945]], "nbo_charge": [-0.062, -0.746, -0.453, -0.451, -0.084, -0.748, 0.159, 0.167, 0.256, 0.204, 0.223, 0.217, 0.207, 0.160, 0.432, 0.482, -1.087, 0.450, 0.463, -0.998, 0.443, 0.468, -1.010, 0.431, 0.511, -1.143, 0.436, 0.501, -1.171, 0.528, 0.442, -1.075, 0.453, 0.508, -1.004, 0.460, 0.505, -1.074]}